[1]
Below is a cluster of 3 separate species, C11H24OSi in total in a non-equilibrium geometry, with properties calculated with ωB97M-V with the def2-TZVPD basis set.

Its charge is 0. The value obtained for the HOMO energy is -8.4 eV. As for the LUMO energy: 0.0454 eV.

Geometry (Å):
Si  -0.96715  2.65073  -1.58049
O  -1.10342  2.71405  -3.27551
C  -0.40397  -0.13072  0.38599
C  -2.74262  3.32995  -1.38650
C  0.86676  -0.99916  0.25304
C  5.02614  0.35347  -0.24561
C  1.37045  -0.44432  -1.09173
C  -3.02285  -2.84970  1.76267
C  -3.67024  -3.09763  2.91090
C  -3.05924  -1.55980  1.01174
C  2.82937  -0.48144  -1.13254
C  3.55185  0.60489  -0.30233
C  -0.52357  0.54415  1.52659
H  -4.03435  -1.05369  1.09464
H  0.85959  -0.91489  -1.90594
H  -2.61525  -1.69179  0.06152
H  -0.81778  0.31164  -0.48102
H  -3.43598  2.99141  -2.20889
H  1.55324  -0.65697  1.04454
H  -3.74229  -4.08181  3.32821
H  -0.05413  0.17960  2.50024
H  3.26966  1.56578  -0.65203
H  5.12422  -0.63217  0.31036
H  5.55423  0.28837  -1.13634
H  3.13301  -1.45467  -0.79507
H  -2.52451  -3.65887  1.26649
H  -1.12638  1.41807  1.75250
H  -0.32259  2.52637  -3.86537
H  -2.72719  4.36898  -1.54318
H  1.01904  0.63110  -1.11996
H  0.78499  -2.01263  0.14467
H  2.86316  -0.29436  -2.20355
H  -4.22918  -2.41395  3.45619
H  5.60670  1.12308  0.33383
H  -2.26107  -0.97697  1.40176
H  -3.19444  3.21371  -0.32842
H  3.16579  0.59018  0.70860



[2]
Below is a cluster of 2 separate species, C11H25BN2O7PS in total in a non-equilibrium geometry, with properties calculated with ωB97M-V with the def2-TZVPD basis set.

The multiplicity is 2. Its charge is 0. Its expectation value of S² is 0.75. The value obtained for the HOMO energy (spin up / spin down) is -8.6 / -9.0 eV. As for the LUMO energy (spin up / spin down): 0.2432 / 0.1535 eV.

Geometry (Å):
S  -4.51577  -1.06055  1.32830
P  -1.59596  1.05261  2.19819
O  -6.63806  1.39942  3.92782
O  1.11230  0.46293  -0.31304
O  -3.70864  0.19317  0.83074
O  -4.79926  -0.52797  2.78571
O  -3.72219  -2.18356  1.46632
O  -5.85866  2.73078  2.15295
O  -5.65643  -1.13063  0.53956
N  1.57009  -0.27909  -1.25784
N  -1.15941  1.98164  3.38528
C  2.30534  0.54679  -2.26579
C  1.49357  1.79083  -2.59092
C  3.70443  -1.15254  -0.27989
C  -4.31551  0.83548  3.01862
C  1.50612  -1.97760  0.52816
C  -3.40699  1.15876  1.87788
C  2.46850  -0.18812  -3.61013
C  2.23547  -2.64336  -1.69870
C  4.48708  -0.29375  -1.27698
C  3.67869  0.92490  -1.72092
C  2.26570  -1.47809  -0.69252
B  -5.66945  1.69606  3.02433
H  0.44861  -2.12145  0.30321
H  2.06493  2.42290  -3.26874
H  2.72505  0.53364  -4.38452
H  1.58677  -1.29232  1.36904
H  -6.04852  2.39192  1.25991
H  4.79220  -0.89285  -2.13841
H  -3.84682  0.80663  3.98771
H  -3.56821  2.10872  1.40017
H  1.25941  2.38020  -1.70811
H  0.55693  1.52275  -3.08214
H  1.92160  -2.93463  0.84033
H  4.23532  -2.08965  -0.10595
H  -7.22591  0.71717  3.54942
H  4.22340  1.47306  -2.49113
H  3.56005  1.60647  -0.87284
H  2.86401  -2.49287  -2.57184
H  2.58740  -3.55617  -1.21966
H  3.26089  -0.93107  -3.61719
H  -1.27365  -0.29705  2.39073
H  5.41256  0.04243  -0.80705
H  -1.04349  1.43957  0.97020
H  1.53794  -0.67375  -3.90385
H  1.21577  -2.82090  -2.04129
H  -0.71263  1.42695  4.10507
H  3.68543  -0.62781  0.67980



[3]
Below is a cluster of 8 separate species, C11H25BrIN2O10 in total in a non-equilibrium geometry, with properties calculated with ωB97M-V with the def2-TZVPD basis set.

Its charge is -1. The value obtained for the HOMO energy is -5.0 eV. As for the LUMO energy: 2.0235 eV.

Geometry (Å):
I  -1.26955  -2.84120  2.84610
Br  3.04278  -2.48305  0.87595
O  3.62664  2.00067  -0.66682
O  3.69557  -3.53649  -2.66217
O  -1.31635  5.61286  -3.27253
O  -0.45530  -4.52230  -0.71914
O  0.65211  1.38204  -0.99891
O  1.99817  -3.83964  4.33782
O  -0.81740  4.04061  -0.88617
O  3.00279  -0.76224  -1.68951
O  -0.45371  2.38294  -3.45621
O  1.36068  -5.00367  2.54684
N  1.20228  -2.73296  1.08953
N  -1.46638  0.63084  -0.67802
C  -0.04812  0.61655  -0.35178
C  0.46908  -1.78106  0.24856
C  -3.02553  -0.15961  1.01408
C  -3.73449  0.06661  2.17175
C  -3.63371  1.27608  2.78411
C  0.51098  -0.29404  0.72327
C  -2.15903  2.08768  1.13561
C  1.47330  -3.97001  3.21454
C  -2.87297  2.30164  2.28909
C  -2.24340  0.85312  0.53227
C  0.84479  -2.69434  2.50957
H  -0.46670  3.46736  -1.57573
H  -0.02278  -0.18983  1.67158
H  0.95656  -1.81336  -0.73317
H  -1.72926  -0.25954  -1.09257
H  -0.55698  -2.09778  0.05862
H  -0.96344  5.03215  -3.95723
H  1.53433  0.05752  0.88613
H  -1.35191  6.48069  -3.68599
H  0.00389  -4.95138  -1.44678
H  -0.85358  4.90936  -1.30320
H  -1.52744  2.85194  0.68994
H  0.25133  -4.30924  -0.08365
H  -4.33410  -0.74319  2.56689
H  2.69857  1.77587  -0.82401
H  -2.78840  3.26504  2.77430
H  2.36654  -0.15331  -1.30521
H  -4.16624  1.45723  3.71371
H  -0.96996  1.66852  -3.83919
H  -3.08421  -1.11334  0.50438
H  1.24987  -1.82698  3.04444
H  3.40766  -3.23421  -1.78885
H  4.65228  -3.45401  -2.63236
H  3.79523  -0.22645  -1.80321
H  3.58794  2.79057  -0.12036
H  -0.07243  1.98536  -2.65631



[4]
Below is a structure of composition C11H25Cl2CoN2OP2 in a non-equilibrium geometry, with properties calculated with ωB97M-V with the def2-TZVPD basis set.

The multiplicity is 5. Its charge is +2. Its expectation value of S² is 6.02. The value obtained for the HOMO energy (spin up / spin down) is -16.0 / -16.4 eV. As for the LUMO energy (spin up / spin down): -6.6073 / -9.3886 eV.

Geometry (Å):
Co  -0.79307  0.61489  0.11571
Cl  1.38043  0.16845  -2.58485
Cl  -1.77521  2.32733  -0.01933
P  -2.01639  -0.98338  -0.96064
P  1.59749  1.77897  -0.03190
O  2.04614  -0.85346  -0.21074
N  -1.29133  1.00312  2.93278
N  -0.74492  0.17985  1.96588
C  -3.02577  -1.85550  0.29056
C  3.14273  1.34977  -0.91698
C  2.05371  -2.49445  -2.10463
C  -0.29828  -0.98298  2.54816
C  2.28571  1.88723  1.65562
C  1.77445  -1.33974  -1.29643
C  -0.59969  -0.87361  3.91036
C  -1.43637  -2.31850  -2.03361
C  1.26566  3.43694  -0.70617
C  -1.20608  0.37730  4.13040
C  -3.10193  0.00697  -2.06243
H  -3.82562  -2.44260  -0.18421
H  3.25252  2.41194  1.60557
H  0.21370  -1.80215  1.97560
H  -1.58687  1.96483  2.66866
H  0.90034  3.31311  -1.73379
H  -1.58662  0.85371  5.03052
H  -2.28598  -2.97153  -2.29626
H  -0.39994  -1.63822  4.65718
H  1.58779  2.42495  2.30914
H  2.88331  -2.07396  -2.75860
H  -3.82644  -0.63866  -2.56991
H  1.22260  -2.79917  -2.82326
H  2.90944  1.26029  -1.99849
H  -2.45625  0.49398  -2.80003
H  3.88268  2.11701  -0.77218
H  -3.47057  -1.14953  0.99917
H  2.40649  -3.33183  -1.45762
H  -1.01018  -1.89537  -2.95158
H  2.19462  4.01982  -0.69089
H  -0.66749  -2.91920  -1.53082
H  -2.38625  -2.54204  0.85770
H  0.47546  3.89487  -0.10114
H  2.43878  0.86595  2.03299
H  -3.61579  0.78630  -1.49357
H  3.49299  0.36828  -0.59594



[5]
Below is a structure of composition C11H25Cl8IN2P in a non-equilibrium geometry, with properties calculated with ωB97M-V with the def2-TZVPD basis set.

Its charge is +1. The value obtained for the HOMO energy is -12.1 eV. As for the LUMO energy: -2.9938 eV.

Geometry (Å):
I  -1.30501  -1.54444  -4.11677
Cl  -0.03743  -1.84810  1.24914
Cl  -2.68804  -6.04250  -1.57038
Cl  -3.42254  -6.30503  -4.41023
Cl  3.97246  2.89232  3.72658
Cl  4.21464  -1.65437  5.73687
Cl  1.20479  2.65196  2.78955
Cl  0.62068  -1.23129  4.05127
Cl  1.65577  -2.32476  7.00721
P  0.72229  0.10276  -2.14952
N  -3.23649  1.77567  -2.05894
N  -0.99529  0.08491  -1.45879
C  0.77187  1.64065  -3.11728
C  -3.23038  -5.21561  -3.03708
C  2.31130  2.55120  4.18756
C  2.82576  1.66784  -0.89437
C  -2.68831  0.96573  -3.13211
C  3.24974  -2.91648  6.51368
C  1.87135  0.48208  -0.74125
C  0.00230  -0.60828  2.53563
C  -2.16619  2.33363  -1.25213
C  -2.03863  -0.26484  -2.52722
C  -1.46066  1.19700  -0.54117
H  0.66716  0.17876  2.20446
H  3.61478  1.45188  -1.61567
H  3.77365  -3.25413  7.39903
H  -2.14927  0.74252  0.17190
H  -3.80140  2.51871  -2.45513
H  -4.18899  -4.75516  -2.82966
H  -3.49869  0.60783  -3.76604
H  -0.93927  -0.74329  -0.85335
H  -1.46285  2.94239  -1.83307
H  -2.47917  -4.47875  -3.29402
H  2.32329  2.58645  -1.19474
H  -2.78976  -0.86075  -2.01679
H  1.98357  3.28615  4.91189
H  2.25406  1.54304  4.58137
H  3.10690  -3.72167  5.80382
H  1.81598  1.68463  -3.44070
H  -2.59148  2.96628  -0.47253
H  1.31914  0.57172  0.19600
H  0.54125  2.56794  -2.59636
H  0.16556  1.54304  -4.01599
H  3.30885  1.86431  0.06325
H  -1.97826  1.50701  -3.76967
H  -1.00532  -0.23827  2.68698
H  -0.58135  1.54629  -0.00050
H  2.43763  -0.44698  -0.65474